Entry 1:
ORCA calculation (ωB97M-V/def2-TZVPD) on a structure of composition C42H66Ge2ILaN2O4Si at a distorted geometry.

total charge	+1
2S+1	2
<S²>	0.7548
highest occupied orbital energy (spin up / spin down)	-9.1488 / -10.4098	eV

Each line ends with the Löwdin charge.
Geometry (Å):
1 La 0.403 -1.025 0.995  1.7392
2 C -0.591 2.189 5.461  -0.0868
3 C -0.487 0.707 5.172  -0.3775
4 C 1.000 0.239 5.272  -0.0501
5 C -1.093 0.275 3.874  -0.2067
6 C -1.202 -1.133 3.546  -0.0784
7 C -1.964 -1.498 2.416  -0.1661
8 C -2.564 -0.533 1.506  -0.2901
9 C -3.477 -0.956 0.347  -0.0293
10 C -2.334 0.847 1.853  -0.0503
11 C -1.580 1.261 2.955  -0.0988
12 H -0.300 2.332 6.520  0.0939
13 H -1.587 2.706 5.365  0.1034
14 H 0.094 2.780 4.894  0.0655
15 H -1.062 0.137 5.940  0.1552
16 H 1.532 0.549 4.376  0.0129
17 H 1.047 -0.823 5.380  0.0527
18 H 1.525 0.659 6.157  0.0980
19 H -0.874 -1.915 4.306  0.1404
20 H -2.144 -2.544 2.181  0.1108
21 H -3.421 -0.261 -0.517  0.0902
22 H -4.539 -1.075 0.618  0.1050
23 H -3.107 -1.838 -0.066  0.0099
24 H -2.826 1.654 1.312  0.1214
25 H -1.304 2.309 3.049  0.0933
26 I 1.508 1.827 1.593  0.0726
27 C 2.478 4.984 -2.403  -0.2636
28 Ge 0.629 5.265 -3.018  0.6588
29 C 0.668 7.172 -3.394  -0.2390
30 C 0.555 4.136 -4.663  -0.2348
31 Ge -1.146 4.695 -1.455  0.9425
32 C -1.720 6.311 -0.508  -0.4263
33 C -3.074 6.643 -0.406  -0.1545
34 C -3.486 7.799 0.243  -0.0794
35 C -2.528 8.671 0.770  -0.0751
36 C -1.181 8.340 0.698  -0.0707
37 C -0.797 7.156 0.067  -0.1398
38 C -2.654 4.680 -2.800  -0.3900
39 C -3.113 5.923 -3.438  -0.1155
40 C -3.792 5.876 -4.619  -0.1113
41 C -4.261 4.679 -5.220  -0.0768
42 C -3.966 3.490 -4.505  -0.1097
43 C -3.160 3.473 -3.333  -0.1607
44 H 2.867 4.082 -2.851  -0.0089
45 H 2.569 4.913 -1.335  -0.0046
46 H 3.138 5.792 -2.824  0.0393
47 H 1.481 7.379 -4.036  0.0073
48 H 0.724 7.771 -2.495  0.0159
49 H -0.236 7.439 -3.917  0.0083
50 H 0.937 3.164 -4.431  -0.0241
51 H 1.074 4.564 -5.589  0.0560
52 H -0.481 3.997 -4.929  -0.0150
53 H -3.847 5.870 -0.555  0.1120
54 H -4.555 7.992 0.343  0.1076
55 H -2.861 9.561 1.287  0.1031
56 H -0.472 8.984 1.104  0.0839
57 H 0.241 6.883 0.053  0.0895
58 H -2.863 6.882 -2.913  0.1077
59 H -4.116 6.774 -5.110  0.0966
60 H -4.774 4.649 -6.192  0.1045
61 H -4.434 2.513 -4.892  0.1147
62 H -3.003 2.529 -2.777  0.0782
63 C 1.410 -6.861 3.717  -0.0141
64 C 0.876 -5.411 3.835  -0.6025
65 C 1.809 -4.439 4.429  -0.0471
66 C -0.493 -5.322 4.546  -0.0100
67 O 0.573 -5.144 2.410  -0.1073
68 Si 1.183 -4.078 1.388  -0.0844
69 O 1.433 -2.640 2.004  -0.4911
70 O -0.109 -3.595 0.384  -0.2589
71 C -0.759 -4.421 -0.707  -0.5895
72 C 0.075 -5.492 -1.276  -0.0425
73 C -1.223 -3.474 -1.786  -0.0242
74 C -1.966 -4.991 0.071  -0.0044
75 O 2.326 -4.748 0.507  -0.0897
76 C 3.764 -4.869 0.234  -0.6122
77 C 3.915 -4.612 -1.267  -0.0300
78 C 4.499 -3.877 1.084  -0.0325
79 C 4.263 -6.315 0.502  -0.0205
80 H 1.606 -7.237 4.703  0.0763
81 H 2.379 -6.896 3.161  0.0814
82 H 0.757 -7.538 3.101  0.1069
83 H 1.980 -4.643 5.536  0.1265
84 H 1.345 -3.438 4.338  0.0723
85 H 2.782 -4.403 3.895  0.0859
86 H -0.389 -5.392 5.643  0.0975
87 H -1.085 -6.185 4.215  0.0901
88 H -0.950 -4.388 4.206  0.0713
89 H 0.956 -5.101 -1.766  0.0736
90 H -0.498 -6.080 -2.027  0.1202
91 H 0.460 -6.230 -0.596  0.0917
92 H -0.355 -3.109 -2.432  0.1148
93 H -1.711 -2.621 -1.282  0.0568
94 H -1.911 -3.920 -2.456  0.0861
95 H -1.655 -5.445 1.017  0.0929
96 H -2.428 -5.709 -0.662  0.1112
97 H -2.711 -4.237 0.187  0.0585
98 H 3.705 -3.604 -1.552  0.0615
99 H 3.143 -5.269 -1.730  0.0852
100 H 4.996 -4.849 -1.622  0.1271
101 H 4.083 -2.901 0.855  0.0705
102 H 5.579 -3.913 0.842  0.1067
103 H 4.281 -4.010 2.223  0.1159
104 H 3.583 -7.043 0.009  0.0963
105 H 4.247 -6.479 1.595  0.0803
106 H 5.249 -6.531 0.077  0.0880
107 N 2.288 -0.018 -5.306  0.1361
108 C 1.731 -0.119 -4.066  -0.2970
109 C 2.617 0.039 -2.946  0.0050
110 C 2.090 0.159 -1.683  -0.1812
111 N 0.784 -0.141 -1.506  -0.1453
112 C -0.116 -0.185 -2.475  -0.1461
113 C 0.351 -0.114 -3.800  -0.0037
114 H 3.314 -0.058 -5.365  0.1228
115 H 1.713 -0.108 -6.119  0.1065
116 H 3.695 0.182 -3.200  0.1309
117 H 2.584 0.548 -0.808  0.0178
118 H -1.137 -0.372 -2.194  0.0991
119 H -0.424 -0.257 -4.548  0.1144



Entry 2:
ORCA calculation (ωB97M-V/def2-TZVPD) on a structure of composition C42H66GeN7O2S4SiSnTe.

total charge	-1
2S+1	1
highest occupied orbital energy	-3.2345	eV
energy relative to the best compared isomer or geometry (same formula, charge and spin)	32.34	kcal/mol

Each line ends with the Löwdin charge.
Geometry (Å):
1 Sn -0.429 -0.145 0.257  0.8652
2 O -1.264 0.100 -2.108  -0.2007
3 H -2.087 0.573 -1.922  0.0178
4 H -1.574 -0.825 -2.221  -0.0006
5 O 2.328 1.490 0.803  -0.2496
6 H 1.935 1.280 1.665  -0.0414
7 H 2.397 0.643 0.294  -0.0846
8 C 1.958 -1.266 4.193  -0.1915
9 N 1.386 -1.727 2.929  -0.0991
10 C 2.251 -2.765 2.379  -0.1800
11 N 2.400 -3.900 3.299  -0.0825
12 C 2.947 -3.388 4.557  -0.1864
13 N 2.101 -2.359 5.161  -0.0890
14 C 0.773 -2.933 5.384  -0.1780
15 N 0.164 -3.437 4.151  -0.0799
16 C 0.079 -2.321 3.203  -0.2473
17 C 1.067 -4.437 3.575  -0.1822
18 H 1.314 -0.491 4.608  0.0789
19 H 2.944 -0.835 3.997  0.1288
20 H 3.235 -2.340 2.167  0.1264
21 H 1.826 -3.118 1.438  0.1033
22 H 3.936 -2.966 4.366  0.1227
23 H 3.052 -4.219 5.261  0.1192
24 H 0.123 -2.166 5.810  0.1272
25 H 0.858 -3.759 6.098  0.1200
26 H -0.581 -1.545 3.591  0.0613
27 H -0.333 -2.702 2.263  0.0975
28 H 0.635 -4.806 2.641  0.1233
29 H 1.161 -5.275 4.272  0.1198
30 S -2.321 -4.901 -0.893  1.0649
31 C -2.517 -3.188 -0.861  -0.4457
32 N -2.356 -2.564 -1.983  0.0390
33 C -2.042 -3.461 -2.991  -0.3336
34 C -1.743 -3.107 -4.309  -0.0124
35 C -1.380 -4.101 -5.188  -0.0767
36 C -1.319 -5.440 -4.776  -0.0848
37 C -1.614 -5.804 -3.479  -0.0879
38 C -1.975 -4.797 -2.586  -0.4822
39 H -2.750 -2.680 0.064  0.0354
40 H -1.773 -2.069 -4.611  0.1167
41 H -1.125 -3.848 -6.208  0.1036
42 H -1.020 -6.199 -5.487  0.1016
43 H -1.548 -6.836 -3.163  0.1071
44 C 2.029 -0.286 -3.604  -0.2545
45 Si 2.653 -0.833 -1.846  0.7232
46 C 4.553 -0.293 -1.965  -0.6788
47 C 5.354 -0.935 -3.097  -0.1208
48 C 5.280 -0.561 -0.644  -0.1284
49 C 4.569 1.225 -2.174  -0.1348
50 C 2.557 -2.795 -2.089  -0.6650
51 C 3.536 -3.546 -1.191  -0.1171
52 C 1.138 -3.175 -1.663  -0.1590
53 C 2.741 -3.295 -3.523  -0.1167
54 H 2.674 -0.604 -4.428  0.0100
55 H 1.929 0.798 -3.675  -0.0131
56 H 1.032 -0.697 -3.797  0.0000
57 H 5.467 -2.012 -2.956  0.0555
58 H 6.365 -0.507 -3.147  0.0719
59 H 4.886 -0.775 -4.071  0.0630
60 H 5.325 -1.623 -0.402  0.0528
61 H 4.784 -0.054 0.188  0.0595
62 H 6.312 -0.189 -0.689  0.0736
63 H 4.130 1.510 -3.133  0.0666
64 H 5.602 1.600 -2.156  0.0757
65 H 4.023 1.737 -1.379  0.0499
66 H 3.489 -3.201 -0.157  0.0477
67 H 4.567 -3.430 -1.528  0.0601
68 H 3.313 -4.622 -1.192  0.0786
69 H 0.960 -2.949 -0.608  0.0272
70 H 0.950 -4.247 -1.824  0.0815
71 H 0.401 -2.619 -2.247  0.0487
72 H 3.706 -3.011 -3.946  0.0602
73 H 1.967 -2.902 -4.186  0.0600
74 H 2.672 -4.392 -3.557  0.0738
75 S -3.436 5.110 5.923  0.5472
76 C -2.624 4.237 4.758  -1.0843
77 S -1.824 2.755 5.182  0.9612
78 C -1.283 2.543 3.545  -1.1402
79 N -1.664 3.501 2.757  -0.0263
80 N -2.400 4.468 3.441  -0.1281
81 C -2.820 5.580 2.649  -0.1744
82 C -3.856 6.426 3.036  -0.0474
83 C -4.215 7.488 2.219  -0.0880
84 C -3.554 7.733 1.030  -0.0999
85 C -2.511 6.896 0.657  -0.0842
86 C -2.145 5.826 1.453  -0.0346
87 S -0.393 1.143 3.098  0.4768
88 H -4.377 6.248 3.959  0.0258
89 H -5.029 8.130 2.531  0.1010
90 H -3.835 8.570 0.405  0.0966
91 H -1.958 7.078 -0.256  0.0960
92 H -1.312 5.202 1.176  0.0513
93 C -5.576 -1.239 0.921  -0.2302
94 Ge -3.918 -0.678 1.837  0.7161
95 C -4.385 0.663 3.183  -0.2094
96 C -3.322 -2.278 2.829  -0.2164
97 C -2.726 0.065 0.467  -0.5414
98 H -6.320 -1.595 1.633  0.0107
99 H -5.376 -2.042 0.209  0.0026
100 H -6.000 -0.401 0.366  0.0135
101 H -4.984 0.218 3.979  0.0216
102 H -4.956 1.477 2.735  0.0245
103 H -3.480 1.073 3.621  -0.0347
104 H -4.220 -2.746 3.241  0.0188
105 H -2.674 -2.016 3.664  0.0055
106 H -2.802 -3.040 2.245  -0.0027
107 H -2.925 1.144 0.534  -0.0350
108 H -3.172 -0.262 -0.481  -0.0449
109 C -1.626 3.606 -1.399  -0.3682
110 Te -0.151 2.756 -0.085  1.4046
111 C 1.056 2.959 -1.829  -0.3665
112 C 0.523 4.186 -2.503  -0.2829
113 C 1.304 4.996 -3.313  -0.0337
114 C 0.763 6.129 -3.903  -0.0918
115 C -0.567 6.458 -3.688  -0.0952
116 C -1.356 5.649 -2.881  -0.0554
117 C -0.818 4.515 -2.287  -0.2939
118 H -2.389 4.132 -0.827  0.0492
119 H -2.104 2.816 -1.984  0.0571
120 H 0.913 2.061 -2.426  0.0418
121 H 2.097 3.023 -1.531  0.0534
122 H 2.345 4.744 -3.475  0.1150
123 H 1.383 6.762 -4.526  0.0978
124 H -0.989 7.346 -4.140  0.0967
125 H -2.395 5.902 -2.704  0.1106



Entry 3:
ORCA calculation (ωB97M-V/def2-TZVPD) on a structure of composition C42H66I2N4P3SiSn at a distorted geometry.

total charge	+1
2S+1	1
highest occupied orbital energy	-9.5461	eV
energy relative to the best compared isomer or geometry (same formula, charge and spin)	66.11	kcal/mol

Each line ends with the Löwdin charge.
Geometry (Å):
1 Sn 0.224 -0.195 -1.258  0.7861
2 C -2.974 -0.592 -2.931  -0.2168
3 C -3.055 -1.666 -1.848  -0.5221
4 C -2.465 -2.985 -2.357  -0.1049
5 P -2.132 -1.162 -0.337  0.9748
6 C -2.573 -2.523 0.877  -0.5069
7 C -2.371 -2.092 2.321  -0.1266
8 C -4.006 -3.042 0.720  -0.1008
9 C -2.912 0.297 0.421  -0.3829
10 C -4.307 0.357 0.488  -0.0969
11 C -4.941 1.283 1.297  -0.0617
12 C -4.175 2.146 2.068  -0.0564
13 C -2.795 2.137 1.950  -0.0955
14 C -2.123 1.243 1.110  -0.2843
15 Si -0.346 1.676 0.508  0.5723
16 C -0.807 3.353 -0.292  -0.3063
17 C -0.871 4.480 0.538  -0.1096
18 C -1.330 5.699 0.073  -0.0599
19 C -1.738 5.821 -1.252  -0.0632
20 C -1.671 4.721 -2.091  -0.0860
21 C -1.204 3.489 -1.623  -0.3614
22 P -1.074 1.983 -2.661  0.9769
23 C -2.460 2.113 -3.885  -0.5067
24 C -3.826 2.159 -3.204  -0.1005
25 C -2.380 0.969 -4.894  -0.1963
26 C 0.442 2.337 -3.707  -0.5692
27 C 1.630 2.723 -2.827  -0.1458
28 C 0.279 3.399 -4.793  -0.0978
29 C 1.170 2.139 1.585  -0.2901
30 C 1.965 3.193 1.106  -0.1067
31 C 3.160 3.546 1.709  -0.0662
32 C 3.604 2.856 2.828  -0.0679
33 C 2.850 1.800 3.306  -0.0916
34 C 1.654 1.426 2.689  -0.4016
35 P 0.718 -0.038 3.237  1.1094
36 C 2.106 -1.321 3.141  -0.4122
37 C 1.642 -2.594 2.404  -0.3519
38 C 2.796 -1.686 4.454  -0.0882
39 C 0.470 0.291 5.045  -0.5678
40 C -0.231 1.642 5.195  -0.1141
41 C -0.407 -0.819 5.629  -0.1225
42 H -3.638 -0.845 -3.759  0.1220
43 H -1.958 -0.515 -3.327  0.0010
44 H -3.257 0.393 -2.549  0.0088
45 H -4.102 -1.809 -1.574  0.0992
46 H -1.389 -2.881 -2.526  0.0624
47 H -2.920 -3.244 -3.314  0.0910
48 H -2.626 -3.820 -1.675  0.0653
49 H -1.892 -3.344 0.638  0.0918
50 H -3.139 -1.371 2.612  0.0842
51 H -1.404 -1.630 2.480  0.0031
52 H -2.469 -2.963 2.974  0.0890
53 H -4.735 -2.249 0.892  0.0709
54 H -4.175 -3.800 1.487  0.0903
55 H -4.210 -3.505 -0.243  0.0632
56 H -4.907 -0.332 -0.093  0.0984
57 H -6.021 1.323 1.335  0.1108
58 H -4.655 2.855 2.730  0.1115
59 H -2.227 2.873 2.504  0.0982
60 H -0.544 4.410 1.570  0.1046
61 H -1.375 6.552 0.738  0.1091
62 H -2.103 6.767 -1.629  0.1085
63 H -1.990 4.833 -3.118  0.1009
64 H -2.324 3.048 -4.432  0.0930
65 H -4.094 1.192 -2.770  0.0391
66 H -4.595 2.409 -3.938  0.0969
67 H -3.867 2.905 -2.411  0.0805
68 H -2.468 -0.002 -4.396  -0.0301
69 H -1.442 0.978 -5.452  -0.0361
70 H -3.196 1.046 -5.614  0.1036
71 H 0.664 1.374 -4.181  -0.0212
72 H 1.450 3.683 -2.341  0.0781
73 H 2.528 2.823 -3.441  0.0792
74 H 1.849 1.987 -2.052  0.0123
75 H 0.042 4.372 -4.356  0.0764
76 H -0.490 3.150 -5.522  0.0659
77 H 1.219 3.507 -5.339  0.0868
78 H 1.642 3.763 0.247  0.0873
79 H 3.738 4.370 1.311  0.1090
80 H 4.528 3.136 3.317  0.1080
81 H 3.200 1.255 4.175  0.0969
82 H 2.844 -0.833 2.499  0.0962
83 H 1.073 -3.234 3.081  0.1549
84 H 3.450 -3.574 2.643  0.1094
85 H 0.373 -3.145 0.915  0.1152
86 H 2.106 -2.129 5.173  0.0716
87 H 3.248 -0.815 4.925  0.0668
88 H 3.609 -2.401 4.299  0.0721
89 H 1.426 0.327 5.573  0.0950
90 H -1.144 1.669 4.591  0.0646
91 H 0.405 2.470 4.885  0.0705
92 H -0.518 1.802 6.236  0.0834
93 H -1.397 -0.795 5.169  0.0717
94 H -0.533 -0.682 6.705  0.0833
95 H 0.005 -1.817 5.468  0.0564
96 I 3.474 -0.764 -3.990  0.7392
97 C 2.256 -1.689 -5.459  -1.1450
98 I 0.283 -0.924 -5.574  0.9275
99 H 2.196 -2.744 -5.227  -0.0401
100 H 2.730 -1.523 -6.417  -0.0398
101 C 4.339 -4.215 -1.565  -0.0767
102 C 5.024 -4.317 -0.207  -0.4050
103 C 4.597 -5.579 0.538  -0.0787
104 C 4.830 -3.038 0.612  -0.1188
105 N 3.448 -2.677 0.900  -0.0937
106 C 2.730 -1.892 0.105  -0.1994
107 N 1.460 -1.640 0.212  -0.1541
108 N 0.784 -2.294 1.281  -0.0466
109 N 2.766 -3.424 1.905  0.0874
110 H 4.541 -5.106 -2.160  0.0850
111 H 4.683 -3.348 -2.132  0.0443
112 H 3.254 -4.138 -1.452  0.0791
113 H 6.106 -4.371 -0.371  0.1393
114 H 3.519 -5.596 0.697  0.0683
115 H 5.085 -5.654 1.513  0.0785
116 H 4.871 -6.464 -0.037  0.0815
117 H 5.262 -2.189 0.080  0.1306
118 H 5.353 -3.117 1.570  0.1296
119 H 3.279 -1.393 -0.686  0.1064



Energy, respectively: -185666.247, -180011.284, -108355.231 eV.